DFT (ωB97M-V/def2-TZVPD) results for one molecule with the formula C2H3Cl2N.

The geometry in ORCA input format:
```
! RIJCOSX wB97M-V def2-TZVPD def2/J DEFGRID3
* xyz 0 1
C -0.40 -0.10 -0.33
C 0.76 0.95 -0.12
N -0.52 1.31 -0.57
Cl 2.10 1.16 -1.29
Cl -1.48 2.13 0.65
H -0.42 -0.61 -1.20
H -0.70 -0.37 0.59
H 0.93 0.98 0.89
*
```

E_LUMO = 0.58 eV
Strongest force on any atom = 4.8 eV/A
SMILES = Cl[C@@H]1CN1Cl
Highest occupied orbital energy = -9.982 eV